# C24H26MnN5

C24H26MnN5 as an isolated structure (wB97M-V/def2-TZVPD, OMol25).

Each line ends with the Löwdin charge.
Cartesian coordinates (Å):
N -1.34740 0.10806 1.00312  -0.074
C 0.97231 -2.86740 -2.54047  -0.028
H 0.55342 -2.26372 -3.34860  0.081
H 3.06963 1.21207 0.17192  0.072
H -0.09594 5.77107 3.44813  0.115
H -4.51690 -2.29600 1.29552  0.124
C 1.81556 -0.89884 -1.11594  -0.279
C 2.56124 -0.24264 -2.24012  -0.027
H 1.92191 1.20895 1.51153  0.071
H -0.94909 -3.57086 1.01219  0.077
C 0.98048 -1.64083 2.46673  -0.013
C -4.19027 -3.21740 -0.62659  -0.033
C 1.08485 -2.10601 -1.25292  -0.273
H 0.57245 -4.45239 0.98894  0.096
C -2.28567 -2.36398 -1.78595  -0.093
C 0.57559 4.16537 0.02172  -0.169
H -3.57374 -3.86976 -2.58713  0.116
C 0.46767 2.26871 -1.41722  -0.105
H 1.80007 -2.18291 2.94450  0.096
C 2.58837 0.57918 0.91792  -0.011
N -0.12385 1.50743 -0.54928  0.088
H 0.05315 -2.15199 2.72718  0.079
H 3.11348 0.63473 -1.90448  0.072
H 1.25063 4.06150 -1.94801  0.166
C -2.46655 -0.45982 1.24764  -0.017
C 0.96315 5.48216 0.24433  -0.003
H -0.39110 -4.32278 -0.47791  0.072
N -1.08145 1.33124 1.57231  0.135
H 0.36143 -3.76226 -2.43312  0.072
C -0.05369 3.41903 1.01551  -0.091
C -3.90348 -2.34254 0.40592  0.000
C -2.80418 -1.50564 0.28809  -0.235
H 1.01636 7.07105 1.66193  0.117
H 0.71648 1.85971 -2.38805  0.138
C 1.86781 -0.57139 0.27842  -0.262
C -3.37400 -3.21845 -1.74848  -0.026
C 0.71813 6.04793 1.47805  -0.047
H -5.04079 -3.88220 -0.56295  0.119
H 1.90974 0.05448 -3.06576  0.075
C -0.29464 4.01080 2.25825  0.002
H -1.62394 -2.34832 -2.64047  0.108
H -0.78650 3.42699 3.02350  0.119
H 1.44995 6.04855 -0.53986  0.121
C 1.17947 -1.59172 0.98464  -0.255
H 1.96361 -3.18845 -2.86887  0.093
C 0.68076 -2.53179 0.04974  -0.253
H 3.28860 -0.94011 -2.66141  0.093
H 0.94910 -0.63963 2.89753  0.079
H 3.36969 0.22081 1.59009  0.095
H -3.15937 -0.07768 1.98979  0.140
C -0.44121 2.04885 0.71213  -0.262
C 0.09040 5.31358 2.48667  -0.050
N -1.98980 -1.52310 -0.79491  0.062
C -0.06322 -3.78172 0.40860  -0.011
N 0.80663 3.54225 -1.20725  0.144
Mn -0.15537 -0.58218 -0.39680  0.581

The value obtained for the energy above the lowest of the compared OMol25 structures with the same formula, charge and spin is 0.080 eV. As for the total energy: -2354.7543 Eh. Its multiplicity is 2. The charge is +1. The HOMO energy (spin up / spin down) comes out at -10.580 / -10.446 eV. For the frontier orbital gap (spin up / spin down), the calculation gives 7.23 / 7.08 eV.